2 unconnected molecules or ions with the total composition C6H10N4 at a distorted geometry, computed with ωB97M-V with the def2-TZVPD basis set.

```
20
Properties=species:S:1:pos:R:3:forces:R:3
C 3.32733 -0.35219 -0.44981 2.4176 -0.4102 -1.2927
C 2.19750 0.10540 1.21690 0.5916 0.5755 -0.1768
C -1.29684 -0.49758 -0.32358 -1.8473 1.2359 1.6750
C -0.66634 -1.66839 -1.02894 1.0054 3.5657 -0.4918
C -3.36246 0.51463 0.61389 0.9115 1.6468 -3.0553
C 0.51873 1.47469 -0.00816 -1.4379 -0.0632 3.6048
N 3.31560 -0.51189 0.87963 -0.8717 -0.8316 0.5987
N 2.47965 0.47441 -0.97784 -2.1838 -0.5837 1.2575
N -2.37365 -0.43316 0.29968 3.1917 -1.9228 -1.4927
N 1.65044 0.69623 0.14231 0.9235 0.8648 -2.0609
H 4.05525 -0.85850 -1.09428 -0.1143 0.4292 0.4158
H 1.86422 0.27772 2.22122 -0.3364 -0.1197 0.1439
H 0.42030 -1.61478 -0.85948 -0.4251 -0.4248 -0.3247
H -0.92756 -1.42486 -2.07811 0.4850 -0.5681 0.3244
H -1.15358 -2.50222 -0.68643 -0.8450 -2.4066 0.6482
H -4.26550 -0.06056 0.31067 -0.0367 1.5824 0.1342
H -3.02111 1.52083 0.05773 -1.5975 -1.9258 0.6760
H -3.38093 0.81434 1.60550 -0.1428 -0.0063 2.1902
H 0.27722 1.96175 1.00784 -0.0922 -0.8376 -1.7750
H 0.34172 2.08413 -0.84874 0.4045 0.2002 -0.9988
```
Positions in Å, forces in eV/Å.

Properties
F_max: 4.01 eV/Å
Total energy: -12339.317 eV
Energy above the lowest of the compared OMol25 structures with the same formula, charge and spin: 497.2 kJ/mol
Kohn-Sham gap (alpha / beta): 0.2601 / 0.2846 hartree
E_LUMO (alpha / beta): -0.025 / 0.175 eV
E_HOMO (alpha / beta): -7.1 / -7.6 eV

Results of the natural (NBO) charge analysis, in e, for atoms 1 through 2: C 0.147; C 0.179

2 unconnected molecules or ions with the total composition C6H10N4O at a distorted geometry, computed with ωB97M-V with the def2-TZVPD basis set.

```
21
Properties=species:S:1:pos:R:3:forces:R:3
C -1.18837 1.04379 0.63278 0.3148 -0.4449 -0.0402
C -1.51868 -1.19395 -0.24249 0.3534 0.1628 0.1295
C -2.47362 1.33694 0.25485 0.2991 0.3152 0.1209
C -2.79074 -0.82709 -0.60121 0.1644 -0.3378 -0.1518
C -0.67065 -0.25563 0.40308 -1.7536 -0.4258 -0.8115
C 2.65396 0.38377 -0.18115 -1.1639 -0.1637 0.7597
N -3.23596 0.41266 -0.35116 -0.1536 0.0413 -0.0168
N 3.07897 1.55180 0.09197 0.8195 0.8094 -0.1804
N 0.50964 -0.58917 0.95581 1.9977 0.1168 0.9466
N 2.92459 -0.67685 -0.81991 0.2751 -0.9634 -0.6558
O 0.95329 -1.83811 0.65227 -0.9847 -0.0122 -0.0435
H -0.58498 1.78221 1.13362 -0.0322 0.1273 0.0917
H -1.17788 -2.20374 -0.41516 -0.0884 -0.0159 -0.0300
H -2.91022 2.30820 0.43960 -0.0949 -0.0367 -0.0621
H -3.46322 -1.51748 -1.09132 -0.0908 0.0887 0.0240
H -4.18810 0.65883 -0.62068 0.1642 -0.0465 0.0651
H 2.59079 2.15912 0.74190 -0.0439 -0.1728 -0.0647
H 3.96398 1.92208 -0.26899 -0.1601 -0.1000 0.0300
H 3.73618 -0.83209 -1.42050 0.0137 0.2045 0.1042
H 2.29245 -1.48687 -0.70146 0.2962 0.4995 -0.0824
H 1.49858 -2.13842 1.40816 -0.1321 0.3545 -0.1324
```
Positions in Å, forces in eV/Å.

Properties
F_max: 2.21 eV/Å
Total energy: -14372.028 eV
Energy above the lowest of the compared OMol25 structures with the same formula, charge and spin: 144.1 kJ/mol
Kohn-Sham gap (alpha / beta): 0.2913 / 0.3027 hartree
E_LUMO (alpha / beta): -9.779 / -8.842 eV
Total charge: +2
E_HOMO (alpha / beta): -17.7 / -17.1 eV

Results of the natural (NBO) charge analysis, in e, for atoms 1 through 2: C -0.192; C -0.217

C6H10N6O2 in the gas phase at a distorted geometry, computed with ωB97M-V with the def2-TZVPD basis set.

```
24
Properties=species:S:1:pos:R:3:forces:R:3
H -2.79561 -1.31743 -2.45192 -1.7670 0.5768 1.5065
N -3.46415 -1.07961 -1.62653 2.8840 0.0868 -1.2465
C -2.68094 -0.63816 -0.70595 0.3702 -0.9996 -0.9086
N -3.08954 -0.33538 0.53611 -6.0156 0.1127 -1.2647
N -1.24767 -0.50580 -0.62877 0.6143 0.5097 0.1152
N -0.49998 -0.55084 -1.61456 -0.7096 -1.1113 -0.3109
O -0.69603 -0.85826 -2.77356 0.0094 0.4193 0.2489
O 0.88538 -0.34260 -1.35313 0.5673 0.3544 0.1725
C 1.21942 0.09891 -0.07923 -0.3320 -1.2516 0.5931
C 1.54569 -0.70933 1.08215 0.2288 -0.0448 -0.9574
C 1.70569 -2.22761 1.10954 -0.8283 0.8061 -1.4119
N 1.73583 0.09397 2.07816 0.5212 0.3901 1.9798
N 1.49373 1.37020 1.66026 0.3435 -0.6195 -0.8520
C 1.25565 1.39059 0.34519 -0.0162 0.7236 -1.2240
C 1.11645 2.62064 -0.49427 1.2978 -1.5072 -1.5985
H -4.09070 -0.00899 0.64094 1.7369 -1.0060 -0.3856
H -2.55208 -0.02315 1.23436 2.9452 1.2985 2.4709
H 1.73447 -2.43787 0.00693 0.2582 -0.5452 1.0820
H 2.48847 -2.74511 1.68157 0.1316 0.9077 -0.3282
H 0.77626 -2.63115 1.48451 -0.4148 -0.2538 0.0103
H 1.87758 2.18693 2.10075 0.0478 -0.3135 0.7269
H 1.84004 2.53332 -1.40484 -1.3975 0.1755 1.5441
H 0.10202 2.59035 -0.84160 -0.5172 0.5554 -0.5039
H 1.34003 3.52636 0.01389 0.0420 0.7359 0.5419
```
Positions in Å, forces in eV/Å.

Properties
Structure (SMILES): [H]/N=C(N)\N=[N+](/[O-])Oc1c(C)n[nH]c1C
F_max: 6.15 eV/Å
Total energy: -19414.772 eV
Energy above the lowest of the compared OMol25 structures with the same formula, charge and spin: 0.0 kJ/mol
Kohn-Sham gap: 0.3525 hartree
E_LUMO: 0.208 eV
E_HOMO: -9.4 eV

Results of the natural (NBO) charge analysis, in e, for atoms 1 through 2: H 0.365; N -0.690

2 unconnected molecules or ions with the total composition C6H10NOP at a distorted geometry, computed with ωB97M-V with the def2-TZVPD basis set.

```
19
Properties=species:S:1:pos:R:3:forces:R:3
C 0.59109 -1.21966 1.56231 -0.2760 1.1830 1.4589
C 0.20450 0.00354 2.06668 0.8764 -3.2402 1.4589
C 1.51573 0.87269 -1.10581 -3.7477 -1.6947 1.1813
C -0.03086 -1.44917 0.24139 -2.3143 0.4250 -0.5942
C -0.49673 0.81553 1.02787 0.0116 -2.6141 0.7831
C -0.40503 -0.02483 -0.17860 2.2709 0.4769 -2.7227
N 2.23006 -0.03036 -1.75285 0.8831 -1.2796 -0.2616
O 1.69279 2.02316 -0.94414 0.3583 1.0066 0.4712
P -1.40219 0.18192 -1.71324 -1.2238 -0.2135 0.4185
H 1.20185 -1.99022 2.07124 -0.7416 0.5812 -0.0795
H 0.18807 0.08964 3.20792 0.4514 0.7599 -1.8615
H 0.54504 -1.92350 -0.51035 0.6946 -0.7299 -0.6917
H -1.03773 -2.06532 0.29372 1.8133 0.8267 0.2303
H -1.50288 0.90500 1.28576 -1.9437 0.7766 0.5518
H -0.02686 1.70059 0.86706 1.0080 3.0965 -0.3404
H 1.89899 -1.00923 -1.85940 0.5979 1.3963 0.3681
H 3.22650 0.21093 -1.76226 -0.4322 -0.5875 -0.5014
H -1.26364 1.55672 -2.00645 0.1345 0.0213 0.3260
H -2.84518 0.35289 -1.24984 1.5795 -0.1904 -0.1952
```
Positions in Å, forces in eV/Å.

Properties
F_max: 4.28 eV/Å
Total energy: -19206.926 eV
Energy above the lowest of the compared OMol25 structures with the same formula, charge and spin: 287.7 kJ/mol
Kohn-Sham gap: 0.3149 hartree
E_LUMO: 0.545 eV
E_HOMO: -8.0 eV

Results of the natural (NBO) charge analysis, in e, for atoms 1 through 2: C -0.210; C -0.164